1.
An isolated ion of composition C5H6F3N2O and charge +1 at a distorted geometry, computed with ωB97M-V with the def2-TZVPD basis set.

```
17
Properties=species:S:1:pos:R:3
C -0.29 0.96 -0.31
C 0.38 -0.25 0.28
O 1.66 0.09 0.89
C 2.88 0.20 0.19
F 2.58 0.54 -1.18
F 3.52 -0.92 0.07
F 3.57 1.13 0.60
N 0.56 -1.22 -0.76
C 0.02 -2.31 -0.37
C -0.56 -2.24 1.02
N -0.40 -0.96 1.26
H -0.98 0.60 -1.13
H -0.77 1.43 0.53
H 0.34 1.60 -0.84
H 1.14 -1.01 -1.58
H -0.10 -3.06 -1.18
H -0.58 -0.58 2.17
```

Molecular weight = 167.11 g/mol
ΔE to the lowest compared entry with this formula, charge and spin = 69.8 kcal/mol
Orbital gap = 0.29136 hartree
E_tot = -678.1122 hartree
Net charge = +1

***

2.
One molecule with the formula C5H6FNO at a distorted geometry, computed with ωB97M-V with the def2-TZVPD basis set.

```
14
Properties=species:S:1:pos:R:3
F 1.13 0.05 1.76
C 1.37 0.08 0.42
C 0.47 0.86 -0.49
C -0.78 1.41 0.09
N -1.66 0.79 0.75
O -1.44 -0.55 0.99
C -0.79 -1.28 -0.05
C 0.51 -0.65 -0.52
H 2.42 0.12 0.21
H 0.91 1.45 -1.26
H -0.99 2.50 -0.05
H -1.48 -1.38 -0.91
H -0.61 -2.27 0.39
H 0.95 -1.13 -1.34
```

Molecular weight = 115.11 g/mol
ΔE to the lowest compared entry with this formula, charge and spin = 90.7 kcal/mol
Orbital gap = 0.37121 hartree
E_tot = -423.8749 hartree
Net charge = 0

***

3.
C5H6FeO4 as an isolated structure at a distorted geometry, computed with ωB97M-V with the def2-TZVPD basis set.

```
16
Properties=species:S:1:pos:R:3
O 1.01 0.91 0.19
O 0.24 0.53 -1.84
C -0.29 1.38 -2.79
C 0.45 1.76 -3.83
C 0.01 0.75 -0.55
H -1.26 1.81 -2.54
H -0.91 1.31 -0.34
H 0.07 2.55 -4.48
H 1.51 1.52 -3.90
Fe 1.52 0.13 1.80
O 1.04 -1.75 1.80
O -0.01 -0.24 2.93
C -0.16 -1.33 2.19
C -1.32 -1.57 1.43
H -2.26 -1.17 1.81
H -1.38 -2.47 0.83
```

Molecular weight = 185.94 g/mol
Multiplicity = 6
ΔE to the lowest compared entry with this formula, charge and spin = 22.3 kcal/mol
Orbital gap (spin up / spin down) = 0.32914 / 0.27670 hartree
E_tot = -1758.3956 hartree
Net charge = +1

***

4.
C5H6GaSn as an isolated structure at a distorted geometry, computed with ωB97M-V with the def2-TZVPD basis set.

```
13
Properties=species:S:1:pos:R:3
C 3.15 -0.68 0.46
C 2.18 -0.67 -0.24
C 0.97 -0.49 -1.02
Ga 0.03 1.23 -0.30
C -1.79 0.69 0.50
C -2.83 0.12 0.80
H 3.99 -0.38 1.06
H 0.37 -1.40 -0.84
H 1.17 -0.38 -2.09
H -0.19 2.27 -1.48
H 0.92 1.83 0.88
H -3.57 -0.58 1.05
Sn -4.77 -1.68 1.31
```

Molecular weight = 254.54 g/mol
Orbital gap = 0.09527 hartree
E_tot = -2332.4805 hartree
Net charge = +1